[1]
The following is a DFT calculation (ωB97M-V/def2-TZVPD) of a single C18H19N3O2S molecule at a distorted geometry.

Geometry as XYZ:
```
43
Properties=species:S:1:pos:R:3:lowdin_charge:R:1
C 6.214 2.049 -0.419 -0.063
C 5.530 0.771 0.040 -0.260
O 4.192 0.816 -0.420 -0.037
C 3.354 -0.210 -0.162 -0.249
C 3.717 -1.366 0.566 -0.007
C 2.807 -2.363 0.788 -0.020
C 1.494 -2.267 0.295 -0.150
C 0.512 -3.253 0.494 0.058
C -0.751 -3.075 -0.027 -0.225
C -1.774 -4.023 0.168 -0.235
N -2.607 -4.792 0.342 0.175
C -0.998 -1.879 -0.769 -0.523
S -2.583 -1.630 -1.472 1.008
C -2.371 0.035 -2.169 -0.345
C -2.148 1.137 -1.141 -0.540
O -1.203 1.896 -1.239 0.051
N -3.054 1.252 -0.157 -0.058
C -4.293 0.523 0.028 -0.188
C -5.113 1.435 0.939 -0.163
C -4.039 2.071 1.819 -0.164
C -2.898 2.307 0.835 -0.139
N -0.107 -0.957 -0.961 0.122
C 1.131 -1.104 -0.447 -0.194
C 2.068 -0.089 -0.657 0.084
H 6.190 2.113 -1.503 0.079
H 5.695 2.912 -0.011 0.079
H 7.246 2.059 -0.082 0.076
H 5.552 0.703 1.136 0.126
H 6.045 -0.105 -0.379 0.126
H 4.717 -1.469 0.956 0.104
H 3.092 -3.241 1.350 0.117
H 0.747 -4.146 1.058 0.134
H -1.505 0.013 -2.829 0.085
H -3.279 0.221 -2.744 0.084
H -4.103 -0.438 0.520 0.101
H -4.788 0.328 -0.925 0.115
H -5.615 2.202 0.349 0.114
H -5.859 0.885 1.508 0.111
H -3.730 1.369 2.595 0.113
H -4.370 2.992 2.293 0.109
H -2.979 3.283 0.344 0.129
H -1.907 2.244 1.290 0.126
H 1.771 0.791 -1.203 0.132
```

Values from the calculation:
* HOMO level: -8.48 eV
* energy above the lowest of the compared OMol25 structures with the same formula, charge and spin: 36.33 kcal/mol
* 2S+1: 1
* DFT total energy: -38375.255 eV
* SMILES: CCOc1ccc2cc(C#N)c(SCC(=O)N3CCCC3)nc2c1

=====

[2]
The following is a DFT calculation (ωB97M-V/def2-TZVPD) of a single C18H19N3O5 molecule at a distorted geometry.

Geometry as XYZ:
```
45
Properties=species:S:1:pos:R:3:lowdin_charge:R:1
C -1.428 -2.904 2.628 -0.104
C -0.147 -2.257 3.145 -0.261
C -0.396 -0.951 3.902 -0.191
C -1.046 0.137 3.046 -0.161
N -0.245 0.451 1.883 0.096
C -0.655 0.241 0.633 -0.412
O -1.688 -0.343 0.334 0.053
C 0.267 0.672 -0.490 -0.099
C 1.069 1.763 -0.579 0.063
C 1.251 2.852 0.318 -0.228
C 1.977 4.017 0.082 0.017
C 1.843 4.820 1.216 0.055
C 1.046 4.103 2.085 -0.204
N 0.601 4.377 3.385 -0.352
O -0.050 3.513 3.949 0.087
O 0.906 5.456 3.863 0.090
O 0.692 2.918 1.540 0.096
N 0.094 -0.202 -1.541 0.141
C 0.688 -0.229 -2.779 -0.395
O 1.613 0.491 -3.095 0.086
C 0.121 -1.253 -3.696 -0.135
C -1.200 -1.694 -3.627 -0.026
C -1.661 -2.634 -4.531 -0.075
C -0.816 -3.144 -5.504 -0.079
C 0.494 -2.700 -5.586 -0.071
C 0.957 -1.754 -4.692 -0.016
H -2.142 -3.034 3.438 0.075
H -1.885 -2.295 1.853 0.051
H -1.209 -3.881 2.205 0.070
H 0.359 -2.951 3.819 0.103
H 0.525 -2.068 2.304 0.100
H -1.050 -1.143 4.754 0.113
H 0.554 -0.577 4.289 0.109
H -2.024 -0.184 2.688 0.120
H -1.159 1.049 3.640 0.115
H 0.641 0.892 2.058 0.142
H 1.613 1.883 -1.506 0.111
H 2.527 4.242 -0.808 0.120
H 2.259 5.788 1.401 0.125
H -0.666 -0.855 -1.358 0.122
H -1.886 -1.289 -2.897 0.115
H -2.686 -2.968 -4.478 0.105
H -1.182 -3.881 -6.202 0.104
H 1.151 -3.088 -6.349 0.105
H 1.971 -1.388 -4.744 0.118
```

Values from the calculation:
* HOMO level: -8.40 eV
* energy above the lowest of the compared OMol25 structures with the same formula, charge and spin: 99.06 kcal/mol
* 2S+1: 1
* DFT total energy: -33679.603 eV
* SMILES: CCCCNC(=O)/C(=C\c1ccc([N+](=O)[O-])o1)NC(=O)c1ccccc1

=====

What is the 2S+1 in the second record? 1

=====

Which value of energy above the lowest of the compared OMol25 structures with the same formula, charge and spin does entry 1 give? 36.33 kcal/mol

=====

HOMO level of number 2 (C18H19N3O5)? -8.40 eV

=====

Look up the energy above the lowest of the compared OMol25 structures with the same formula, charge and spin of the second one. 99.06 kcal/mol